DFT (the ωB97M-V functional and the def2-TZVPD basis) results for a molecular structure, C24H50AsF5N2O2PtSi3Te at a distorted geometry.

Calculated values
LUMO level (spin up / spin down) = -4.35 / -8.31 eV
HOMO level (spin up / spin down) = -12.618 / -13.628 eV
Total charge = +2
E = -141361.1281 eV
2S+1 = 5
Largest force on an atom = 2.31 eV/Å
Energy above the lowest of the compared OMol25 structures with the same formula, charge and spin = 146.2 kJ/mol
Orbital gap (spin up / spin down) = 0.3039 / 0.1955 hartree

Structure (XYZ):
```
89
Properties=species:S:1:pos:R:3:forces:R:3
Pt -0.209927 1.084459 -0.736908 0.416 0.723 -0.405
C -0.214082 -4.660634 -3.630054 -0.130 0.035 0.033
Si 0.145801 -2.855807 -3.849498 0.198 -0.181 -0.147
C 1.876620 -2.568234 -4.486787 0.046 -0.006 0.062
C -1.082424 -2.007593 -4.944092 -0.008 0.070 0.104
As 1.672244 -0.064076 -1.417728 0.447 1.514 -0.837
Si 2.819943 1.950651 -2.496097 0.007 -0.480 -0.095
C 4.479759 1.286651 -3.012776 0.034 0.129 -0.033
C 1.597848 2.156242 -3.883135 0.024 0.132 -0.045
C 2.891209 3.317133 -1.247481 -0.057 -0.044 0.056
Si 2.965388 -1.764129 0.484681 -2.091 -0.799 0.549
C 2.323639 -2.807162 1.879280 1.160 -0.322 0.310
C 3.590265 -2.731669 -0.955384 0.028 0.100 -0.023
C 3.937615 -0.296541 1.064123 -0.094 0.086 -0.141
H 0.157276 -5.231542 -4.483598 -0.003 0.004 -0.008
H -1.288723 -4.834784 -3.552516 0.004 -0.019 0.030
H 0.254615 -5.052649 -2.725809 0.035 -0.006 -0.020
H 1.884053 -2.584981 -5.578612 -0.012 -0.014 -0.005
H 2.574801 -3.334551 -4.144821 0.004 0.016 0.037
H 2.258726 -1.593611 -4.169184 -0.013 0.014 -0.035
H -1.193549 -2.620250 -5.843059 -0.006 0.030 -0.020
H -0.740674 -1.017246 -5.248904 -0.001 0.006 0.007
H -2.060410 -1.903841 -4.477792 -0.018 -0.032 -0.015
H 4.464517 1.000677 -4.065142 0.012 -0.021 0.004
H 4.784000 0.413579 -2.434558 -0.013 0.019 0.036
H 5.247279 2.052164 -2.876385 0.015 -0.005 -0.035
H 1.880754 1.524940 -4.726592 0.004 0.005 -0.005
H 1.601683 3.199120 -4.214470 -0.009 -0.013 -0.054
H 0.578626 1.892468 -3.597260 0.002 0.051 0.048
H 3.724166 3.176137 -0.557962 -0.012 -0.003 0.017
H 1.967024 3.416323 -0.676370 -0.012 0.023 -0.027
H 3.056720 4.254668 -1.788081 0.017 0.008 0.015
H 1.642787 -3.565187 1.497381 0.008 -0.023 -0.062
H 1.802043 -2.193173 2.611219 0.053 0.076 0.017
H 3.166185 -3.300218 2.378214 -0.180 -0.090 0.156
H 2.805492 -3.394269 -1.323377 -0.015 0.001 0.025
H 4.428766 -3.348518 -0.616597 -0.006 0.002 -0.015
H 3.930765 -2.105897 -1.779478 0.062 -0.041 -0.014
H 3.290656 0.476907 1.480312 0.004 -0.003 0.013
H 4.531762 0.137601 0.259688 0.003 0.032 0.020
H 4.612886 -0.629283 1.858605 -0.012 -0.029 -0.016
F -1.019711 -3.311043 -0.163499 0.216 0.068 0.229
Te -1.071683 -1.599684 -1.060752 -1.005 -1.044 -1.137
F -2.429356 -2.472481 -2.043669 -0.100 0.192 0.147
F -1.484016 -0.137856 -2.455298 0.022 0.117 0.350
F 1.037003 -1.551882 0.195717 1.580 -0.213 0.462
F -1.370976 -1.005017 1.936700 -0.011 0.046 -0.015
O 0.237648 -2.174581 -2.269535 -0.220 0.056 0.230
O -0.792295 3.089915 -0.133100 -0.371 -0.175 0.005
C -1.519990 3.811991 -0.847543 0.035 0.049 0.015
C -2.403280 3.275126 -1.921523 0.025 -0.018 -0.001
C -3.710595 2.933164 -1.151424 0.006 -0.003 -0.001
C -4.271054 4.015723 -0.206666 0.004 0.018 -0.008
C -3.469026 4.296790 1.082716 0.022 -0.010 -0.008
C -2.269348 5.245509 0.893625 0.010 -0.016 0.003
N -1.750602 5.089492 -0.481188 0.059 -0.006 -0.050
H -1.996624 2.377224 -2.387987 -0.001 0.019 -0.034
H -2.595011 4.026362 -2.689154 -0.010 0.019 0.023
H -3.529695 2.020823 -0.574019 -0.004 0.005 0.007
H -4.468155 2.687131 -1.895196 0.004 -0.015 0.002
H -5.266180 3.681320 0.088309 0.001 -0.002 -0.001
H -4.433618 4.946473 -0.761139 -0.029 -0.002 0.007
H -3.112432 3.344768 1.487600 -0.023 -0.006 -0.003
H -4.137078 4.722375 1.831904 0.018 -0.001 0.018
H -1.471987 5.032749 1.600673 -0.012 0.036 0.023
H -2.552993 6.288823 1.010608 -0.013 -0.002 -0.024
H -2.309742 5.588128 -1.157889 -0.023 0.010 0.027
C -2.499336 -2.250788 6.208093 -0.024 -0.099 -0.042
N -2.494949 -2.423499 4.776785 0.058 0.211 -0.083
C -3.636702 -1.975205 4.019495 0.001 -0.062 0.055
C -1.245948 -2.729721 4.090180 -0.010 -0.128 -0.040
C -0.384150 -1.483221 4.004794 -0.125 0.037 0.021
C 0.509273 -1.125384 5.010668 0.083 -0.021 -0.059
C 1.306594 -0.000889 4.868777 -0.018 -0.048 0.006
C 1.228736 0.761350 3.708705 0.057 0.017 -0.016
C 0.349574 0.423010 2.690387 0.098 -0.072 -0.059
C -0.458981 -0.678503 2.877783 -0.047 0.044 0.126
H -3.513841 -2.339181 6.588401 0.000 0.014 0.007
H -2.119804 -1.245345 6.428325 -0.003 -0.010 0.042
H -1.843778 -2.985105 6.671731 0.008 0.009 0.008
H -4.542605 -2.404667 4.449463 -0.006 0.012 0.005
H -3.530203 -2.250045 2.975455 0.003 0.007 -0.001
H -3.702787 -0.884368 4.116650 -0.033 -0.002 -0.025
H -1.498134 -3.091153 3.095221 0.066 -0.044 -0.001
H -0.733663 -3.516216 4.643937 0.003 0.049 0.063
H 0.609530 -1.750437 5.890110 -0.012 0.006 0.010
H 2.005426 0.265824 5.649054 -0.006 0.012 0.003
H 1.869793 1.625364 3.591277 -0.002 0.003 0.002
H 0.330585 0.962985 1.743415 -0.161 -0.002 0.229
```
Forces are in eV/Å.

DFT (the ωB97M-V functional and the def2-TZVPD basis) results for a molecular structure, C24H50BHfO3S at a distorted geometry.

Calculated values
LUMO level = -13.94 eV
HOMO level = -16.491 eV
Total charge = +3
E = -44621.4106 eV
Largest force on an atom = 2.48 eV/Å
Energy above the lowest of the compared OMol25 structures with the same formula, charge and spin = 250.6 kJ/mol
Orbital gap = 0.0937 hartree

Structure (XYZ):
```
80
Properties=species:S:1:pos:R:3:forces:R:3
C 6.880212 2.224760 1.194248 0.355 -0.486 -0.175
C 6.324959 0.854966 0.805243 -0.625 0.652 0.288
C 4.790597 0.916893 0.612694 0.578 -0.065 -0.792
C 4.328471 0.330892 -0.747150 -0.035 0.190 1.546
C 4.084420 -1.159715 -0.568564 -0.083 0.169 -0.627
C 3.670778 -1.905145 -1.841535 0.435 0.105 0.643
C 2.415862 -1.348896 -2.505860 0.075 -0.531 -0.096
C 1.166049 -2.137569 -2.142222 0.096 0.071 -0.797
C -0.013319 -1.811665 -3.076429 -0.210 0.238 1.529
C -0.698026 -0.551125 -2.529848 -0.196 -0.014 -0.609
C -1.913117 -0.165617 -3.354377 0.287 0.556 0.228
C -2.466111 1.194750 -2.781978 0.170 -0.397 -0.446
C -3.894883 1.047266 -2.297594 -0.030 0.389 0.571
C -4.545344 2.459290 -2.178864 -0.311 -0.362 -0.319
C -4.852948 2.756835 -0.726045 0.944 -0.491 -0.442
C -3.549663 3.050238 0.022480 -0.653 1.734 -0.125
C -3.612493 3.363229 1.498402 0.193 -0.795 0.072
C -3.546858 2.158568 2.374053 -0.838 2.229 0.683
B -2.185365 1.179382 2.156081 1.231 -2.138 -0.074
S -0.804279 2.220809 1.289705 -0.432 0.461 -0.511
O -2.637827 0.055499 1.329899 -0.175 0.961 0.180
C -2.930243 -0.903996 2.271615 -0.071 -1.607 1.217
O -3.338453 -2.097948 1.735292 0.671 -0.068 -0.147
C -1.591867 -0.824418 3.119827 -0.001 1.037 0.279
C -0.296088 -1.179644 2.434968 -0.827 -1.677 0.423
C -0.042581 -2.665470 2.191345 1.603 0.116 -0.286
C -0.638035 -3.121680 0.824652 -0.793 0.178 1.125
C 1.499277 -2.825581 2.089802 -0.780 -0.174 0.082
O -1.609432 0.563091 3.382578 -0.364 0.376 -0.223
H 7.900627 2.125167 1.547038 0.177 0.061 0.146
H 6.286613 2.685636 1.973917 -0.095 0.222 0.144
H 6.927373 2.856210 0.313612 -0.211 0.337 -0.014
H 6.569145 0.143173 1.585996 0.246 -0.347 -0.134
H 6.776104 0.595478 -0.146430 0.238 -0.505 0.044
H 4.506463 1.961952 0.679358 -0.250 0.186 0.037
H 4.283996 0.364465 1.401971 -0.170 0.034 0.324
H 5.115100 0.524628 -1.467275 -0.124 0.035 -0.427
H 3.416707 0.861868 -1.001330 -0.130 0.004 -0.504
H 3.305968 -1.291656 0.188892 -0.124 0.057 0.207
H 4.999084 -1.576072 -0.153848 0.090 -0.328 0.041
H 4.520416 -1.907928 -2.516442 0.055 0.119 -0.258
H 3.521052 -2.948250 -1.568526 -0.074 -0.245 -0.126
H 2.270186 -0.311034 -2.231731 0.046 0.300 -0.120
H 2.541190 -1.392971 -3.584048 -0.019 0.087 -0.168
H 1.359860 -3.204996 -2.232641 0.163 -0.178 0.139
H 0.898685 -1.910321 -1.108519 -0.118 -0.148 0.159
H -0.745492 -2.611622 -3.023233 -0.079 -0.236 -0.299
H 0.318902 -1.668960 -4.094237 0.038 -0.036 -0.284
H -0.003734 0.285609 -2.527224 0.235 0.137 -0.035
H -1.000566 -0.716835 -1.494361 -0.084 -0.146 0.255
H -2.670006 -0.939949 -3.363735 -0.131 -0.164 0.124
H -1.612741 0.008445 -4.380941 -0.031 -0.014 -0.263
H -2.337272 1.961441 -3.538661 -0.172 0.079 -0.248
H -1.819211 1.489411 -1.961782 0.071 0.189 0.255
H -4.493985 0.362948 -2.882315 -0.040 0.041 -0.342
H -3.859612 0.650415 -1.284471 -0.096 -0.425 0.074
H -3.883992 3.225102 -2.570284 0.113 0.255 -0.032
H -5.424422 2.499296 -2.815519 -0.246 -0.095 -0.021
H -5.381128 1.923696 -0.278956 -0.313 -0.045 0.145
H -5.432568 3.683070 -0.718959 -0.079 0.193 0.189
H -2.853610 2.194480 -0.165795 0.235 -0.403 0.416
H -3.115335 3.916575 -0.466672 0.152 0.135 -0.173
H -2.857711 4.084058 1.777298 0.224 0.168 0.048
H -4.575450 3.850093 1.698582 -0.314 -0.034 -0.063
H -3.479179 2.504542 3.412680 0.593 -0.323 0.201
H -4.445761 1.555257 2.318787 0.135 -0.668 -0.394
H -0.515584 1.474188 0.203650 -0.243 -0.073 -0.030
H -3.683419 -0.597602 3.007111 -0.107 0.515 -0.086
H -3.590082 -2.679564 2.473788 -0.265 0.115 -0.461
H -1.676680 -1.328985 4.118329 -0.235 -0.377 -0.045
H -0.094966 -0.632712 1.522080 0.256 0.510 0.095
H 0.535121 -0.825883 3.149720 0.552 1.205 -0.828
H -0.402223 -3.295794 3.022477 -0.352 -0.035 0.136
H -1.467597 -3.785108 1.008469 -0.100 -0.426 -0.198
H -1.086255 -2.256294 0.352406 0.098 0.109 -0.428
H 0.116741 -3.578014 0.202887 0.081 -0.131 -0.088
H 2.046033 -2.227769 2.846075 0.304 -0.054 0.076
H 1.806429 -3.862629 2.152347 0.091 -0.149 0.145
H 1.795880 -2.455493 1.115543 0.387 0.314 -0.040
Hf 0.697211 -1.458761 4.922509 -0.592 -0.479 -0.492
```
Forces are in eV/Å.

Q: Look up the E of the first one.
A: -141361.1281 eV

Q: Among the records above, which one has the highest E?
A: C24H50BHfO3S

Q: What is the E in the second record?
A: -44621.4106 eV